Record 1
A structure of composition C25H21I2N2O2PtS in a non-equilibrium geometry, computed with the ωB97M-V functional and the def2-TZVPD basis.

Structure (XYZ):
```
54
Properties=species:S:1:pos:R:3:lowdin_charge:R:1
Pt -0.00373 0.01673 -0.23093 1.23
I 3.53408 -0.12606 -2.86030 0.98
I 6.65317 1.61776 1.96415 0.91
S -2.58265 -0.89471 0.56648 1.06
O -2.04799 0.54971 0.55796 -0.57
O 1.60625 -1.00104 -0.55008 -0.31
N 1.02654 1.92039 0.18183 -0.01
N 0.53397 -0.08350 2.09263 -0.12
C -1.27058 -0.77964 -1.85413 -0.22
C -4.58888 0.24340 -0.91540 -0.06
C 0.06149 -2.60291 -2.72400 -0.06
C 2.85174 3.88317 0.83777 -0.02
C -1.06611 -2.91151 -0.60809 -0.09
C 1.75090 -0.90210 2.26924 -0.12
C 0.60406 1.32014 2.50518 -0.12
C 4.01238 0.15971 1.95112 -0.11
C 2.87867 -0.41598 1.40187 -0.17
C 2.57403 3.60248 -0.48995 -0.03
C 3.77555 -0.04360 -0.79367 -0.64
C -0.44403 -1.34747 -2.86741 -0.08
C 5.02457 0.63002 1.12878 -0.74
C 1.31325 2.16743 1.46652 -0.25
C -1.54826 -1.57665 -0.70820 -0.49
C 2.73254 -0.49788 0.01067 -0.42
C -5.87799 0.25785 -1.42516 -0.05
C -6.71608 -0.83286 -1.23340 -0.05
C -4.99135 -1.97623 -0.01375 -0.07
C 2.20096 3.16401 1.82626 0.00
C -0.26608 -3.39791 -1.59576 -0.05
C -6.27494 -1.94923 -0.53354 -0.06
C 4.92561 0.50784 -0.24879 -0.21
C 1.64560 2.62330 -0.77562 -0.11
C -4.16128 -0.88255 -0.22740 -0.39
H -0.42466 1.67803 2.58105 0.13
H -1.34044 -3.52085 0.24401 0.12
H 1.37325 2.38706 -1.79472 0.11
H 3.06261 4.13204 -1.29530 0.12
H 2.07303 -0.93887 3.31471 0.13
H 0.71230 -3.00646 -3.48755 0.12
H -0.23798 -0.52995 2.57215 0.11
H 2.39023 3.36244 2.87305 0.13
H -3.93319 1.09739 -1.02382 0.11
H 5.72281 0.85534 -0.89077 0.09
H 0.12390 -4.40389 -1.51855 0.12
H -4.64256 -2.83245 0.55184 0.12
H 1.47094 -1.90846 1.95210 0.13
H -7.72658 -0.80726 -1.61836 0.11
H 1.08885 1.44784 3.47707 0.13
H 3.57430 4.64409 1.10116 0.12
H -0.23809 -0.77379 -3.76061 0.12
H -6.93602 -2.79056 -0.37708 0.12
H 4.11002 0.23333 3.02764 0.11
H -1.85520 0.10646 -2.06973 0.11
H -6.23290 1.12643 -1.96315 0.12
```

Summary:
- Kohn-Sham gap (Eh) = 0.266
- E_LUMO (Eh) = -0.1290
- HOMO energy (eV) = -10.760
- net charge = +1

---

Record 2
A structure of composition C25H21N4O5Rh, computed with the ωB97M-V functional and the def2-TZVPD basis.

Structure (XYZ):
```
56
Properties=species:S:1:pos:R:3:lowdin_charge:R:1
Rh 0.40480 0.56415 0.62574 1.33
O 0.49083 0.65724 2.71930 -0.19
O 0.58024 2.60045 0.57172 -0.17
O 4.40178 1.32550 1.15556 0.10
O 2.43363 0.46644 0.61205 -0.12
O 1.97437 4.28397 0.99641 0.09
N 0.76721 0.26637 -1.29933 -0.02
N 0.76456 -1.96103 -0.54585 0.15
N 0.20330 -1.36265 0.42274 -0.10
N -1.57663 0.31206 1.10850 -0.02
C 1.79017 0.36760 3.32117 -0.22
C 0.46789 1.73677 4.76245 -0.08
C -1.61531 -0.88400 1.73700 -0.22
C -1.50279 -3.50765 2.86761 -0.09
C -0.59271 -3.17010 1.90690 -0.02
C -2.53852 -1.29714 2.73828 -0.02
C 1.14912 -1.02167 -1.50009 -0.29
C -3.99453 0.62211 0.88361 -0.04
C 0.35819 2.00844 3.26637 -0.22
C 1.11623 1.22331 -2.16291 -0.07
C -2.52841 2.52352 0.85492 -0.03
C 1.80820 0.91761 -3.31457 -0.03
C -4.91001 2.83777 0.63547 -0.10
C 1.41705 3.26008 1.32078 -0.58
C 2.65328 1.50556 2.77026 -0.09
C -0.61863 -1.86903 1.37990 -0.20
C -3.62467 3.35506 0.68723 -0.08
C 3.23836 1.11448 1.40762 -0.58
C -5.08276 1.46358 0.72542 -0.09
C 1.62244 2.68280 2.73224 -0.09
C 1.83574 -1.38775 -2.64899 0.01
C 1.47869 0.56449 4.79996 -0.08
C -2.46229 -2.55132 3.27758 -0.07
C -2.69931 1.14383 0.98045 -0.26
C 2.16566 -0.40504 -3.55891 -0.04
H 1.02592 -0.33434 5.21577 0.12
H -6.07484 1.03566 0.65371 0.10
H -5.76201 3.49146 0.50679 0.10
H 1.94595 3.49450 3.38012 0.16
H 0.81248 2.61974 5.29767 0.12
H 3.48545 1.73913 3.42978 0.16
H 2.38109 0.78785 5.36616 0.12
H 2.71548 -0.66207 -4.45412 0.11
H -4.14826 -0.44827 0.90668 0.11
H -3.16107 -2.82017 4.06025 0.11
H -1.52749 2.93287 0.85532 0.08
H 2.10541 -2.42393 -2.78766 0.12
H -3.28434 -0.59798 3.08878 0.11
H -0.49660 1.44284 5.17321 0.12
H 2.09648 -0.63222 3.02633 0.17
H -0.58054 2.42963 2.92077 0.15
H -3.46463 4.42146 0.58954 0.11
H -1.48569 -4.48657 3.32495 0.10
H 0.16538 -3.86034 1.56165 0.12
H 2.07839 1.71119 -3.99502 0.11
H 0.84095 2.23056 -1.88006 0.13
```

Summary:
- Kohn-Sham gap (alpha / beta) (Eh) = 0.216 / 0.216
- E_LUMO (alpha / beta) (Eh) = -0.0619 / -0.0620
- HOMO energy (alpha / beta) (eV) = -7.558 / -7.556

---

Record 3
A structure of composition C25H21N5O4PPdS2 in a non-equilibrium geometry, computed with the ωB97M-V functional and the def2-TZVPD basis.

Structure (XYZ):
```
59
Properties=species:S:1:pos:R:3:lowdin_charge:R:1
Pd 0.18150 -0.13325 0.32326 1.02
S 0.47654 -0.30812 2.95585 0.54
S 1.29767 -1.19062 5.63280 0.48
P 0.20200 0.23803 4.88777 0.07
O -2.29736 -3.08236 -1.04938 0.16
O 4.13361 -1.22365 0.60629 0.11
O -3.66912 -1.40636 0.70896 0.15
O 1.88897 -1.25653 0.74130 -0.22
N -1.35993 1.20625 0.96433 -0.01
N -1.48641 -1.13911 -0.06263 0.01
N 1.76687 1.29843 0.14316 -0.03
N 0.58138 -1.19999 -1.62067 0.04
N 2.96927 0.59238 -0.05167 0.00
C 0.55202 4.26458 5.00558 -0.07
C -0.17521 -2.29517 -1.68745 -0.19
C -1.42967 -2.27248 -0.89759 -0.41
C 3.05112 -0.71880 0.47049 -0.72
C -2.65028 -0.78291 0.61491 -0.44
C 1.34371 -3.37188 -3.15688 -0.01
C -1.79452 0.64671 6.72416 -0.07
C -3.57873 1.19421 1.82455 0.03
C -1.16734 2.41804 1.49858 -0.12
C 2.03758 2.07460 5.87916 -0.08
C -2.15900 3.07129 2.19695 -0.05
C -3.39071 2.45359 2.36110 0.00
C 1.77865 4.45559 5.63409 -0.06
C -3.08663 0.52770 7.20746 -0.06
C 0.07192 2.98058 4.80825 -0.10
C -3.77600 -0.51654 5.14510 -0.06
C -4.07386 -0.05679 6.41952 -0.06
C 0.81763 1.88445 5.24102 -0.39
C 0.15550 -3.39510 -2.45040 0.04
C -1.49641 0.19066 5.43729 -0.39
C 1.72355 -1.17185 -2.31754 -0.10
C 2.13434 -2.23556 -3.09591 -0.02
C -2.48427 -0.39265 4.64853 -0.10
C 2.51550 3.36654 6.07359 -0.06
C -2.53215 0.60225 1.14996 -0.21
H -4.18481 2.94563 2.90868 0.13
H 1.65094 -4.22635 -3.74756 0.12
H 2.31576 -0.27167 -2.25698 0.11
H -0.52240 -4.23685 -2.46162 0.13
H -0.03017 5.11940 4.68137 0.11
H 2.15518 5.45953 5.78559 0.11
H -1.96480 4.05425 2.60475 0.12
H -4.50399 0.64125 1.91313 0.14
H -1.01943 1.09015 7.34019 0.12
H -5.07875 -0.16278 6.80964 0.11
H -4.54192 -0.99118 4.54209 0.12
H -0.20465 2.88214 1.33451 0.11
H -0.88626 2.82027 4.33536 0.08
H 3.82076 1.12460 0.04769 0.15
H -3.32413 0.88210 8.20225 0.11
H 1.80686 1.87962 0.97504 0.10
H -2.23349 -0.76473 3.66222 0.07
H 3.46527 3.51850 6.56983 0.11
H 3.06774 -2.16692 -3.63962 0.12
H 2.60998 1.22024 6.21777 0.08
H 1.60174 1.87363 -0.67328 0.12
```

Summary:
- Kohn-Sham gap (alpha / beta) (Eh) = 0.185 / 0.185
- E_LUMO (alpha / beta) (Eh) = -0.2307 / -0.2308
- energy above the lowest of the compared OMol25 structures with the same formula, charge and spin (eV) = 2.240
- HOMO energy (alpha / beta) (eV) = -11.323 / -11.319
- net charge = +1

---

Record 4
A structure of composition C25H22AuN7O4P, computed with the ωB97M-V functional and the def2-TZVPD basis.

Structure (XYZ):
```
60
Properties=species:S:1:pos:R:3:lowdin_charge:R:1
Au -0.14512 -0.68581 0.23400 1.17
P -1.81380 -0.89435 -2.79726 1.22
O 3.22220 -0.67132 0.88094 0.04
O -3.11298 -3.70776 -0.30789 0.09
O -0.30899 1.78041 -0.44193 -0.05
O -1.70877 -2.05630 0.19345 -0.18
N -1.29428 0.27649 2.27957 0.09
N -2.18563 1.07523 4.07554 0.04
N -1.31428 0.15622 4.51931 0.14
N 3.52697 1.57301 0.64398 -0.04
N 1.44917 0.60375 0.21492 0.03
N 0.64046 -1.80119 2.17355 0.07
N 1.63168 -2.88849 4.50927 0.11
C 3.01340 2.78939 0.31012 -0.04
C 2.74575 0.41463 0.60035 -0.51
C 0.21996 -1.36306 3.36094 -0.18
C 2.02879 -3.32276 3.31915 -0.08
C 2.73165 -0.80648 -2.63930 -0.04
C -4.50572 1.48817 -0.97032 -0.06
C -2.42274 -2.76065 -0.59543 -0.69
C -0.79620 -0.30274 3.40169 -0.31
C -3.37881 2.83305 -2.62235 -0.05
C 0.73614 -1.91292 4.53182 -0.05
C -2.51385 -2.39519 -2.13795 -0.23
C 1.73972 2.96808 -0.09035 0.02
C -0.04348 -0.82344 -2.65425 -0.40
C 2.03400 0.35293 -2.95970 -0.06
C 0.65281 0.34637 -2.98327 -0.09
C -2.58883 1.75309 -2.96653 -0.09
C 1.54359 -2.77189 2.14377 -0.09
C 0.66415 -1.99637 -2.34204 -0.10
C -4.33401 2.70202 -1.62248 -0.05
C -3.72461 0.39689 -1.30760 -0.07
C 2.04766 -1.97511 -2.33326 -0.06
C -2.16984 1.13963 2.73706 -0.12
C -2.74422 0.53517 -2.29629 -0.36
C 4.90704 1.43422 1.10408 0.00
C 0.89285 1.80937 -0.12988 -0.54
H -3.58042 -2.35633 -2.36102 0.10
H -2.11807 -3.25198 -2.68422 0.10
H 3.70429 3.61920 0.38139 0.14
H -1.86762 1.85212 -3.76691 0.10
H 0.40680 -1.54665 5.49591 0.12
H 0.14298 -2.91421 -2.10276 0.11
H 2.75638 -4.12412 3.29992 0.12
H 2.59674 -2.87441 -2.08936 0.12
H 1.35586 3.93918 -0.35680 0.12
H 2.56952 1.26049 -3.20482 0.12
H 5.32946 0.52120 0.69676 0.09
H -2.74823 1.58996 4.73257 0.16
H 3.81318 -0.79903 -2.63306 0.12
H -5.26072 1.38431 -0.20219 0.12
H -4.95253 3.54899 -1.35636 0.12
H 4.94789 1.37327 2.19112 0.10
H -3.25987 3.77355 -3.14254 0.12
H 1.89335 -3.09608 1.17529 0.11
H -3.86804 -0.53999 -0.78608 0.11
H 0.11564 1.24979 -3.23486 0.10
H -2.77918 1.80644 2.14891 0.13
H 5.48073 2.29199 0.76368 0.09
```

Summary:
- 2S+1 = 3
- Kohn-Sham gap (alpha / beta) (Eh) = 0.327 / 0.218
- E_LUMO (alpha / beta) (Eh) = -0.0932 / -0.2062
- HOMO energy (alpha / beta) (eV) = -11.441 / -11.534
- net charge = +1

---

What did the second record say?
A structure of composition C25H21N4O5Rh, computed with the ωB97M-V functional and the def2-TZVPD basis.

Structure (XYZ):
```
56
Properties=species:S:1:pos:R:3:lowdin_charge:R:1
Rh 0.40480 0.56415 0.62574 1.33
O 0.49083 0.65724 2.71930 -0.19
O 0.58024 2.60045 0.57172 -0.17
O 4.40178 1.32550 1.15556 0.10
O 2.43363 0.46644 0.61205 -0.12
O 1.97437 4.28397 0.99641 0.09
N 0.76721 0.26637 -1.29933 -0.02
N 0.76456 -1.96103 -0.54585 0.15
N 0.20330 -1.36265 0.42274 -0.10
N -1.57663 0.31206 1.10850 -0.02
C 1.79017 0.36760 3.32117 -0.22
C 0.46789 1.73677 4.76245 -0.08
C -1.61531 -0.88400 1.73700 -0.22
C -1.50279 -3.50765 2.86761 -0.09
C -0.59271 -3.17010 1.90690 -0.02
C -2.53852 -1.29714 2.73828 -0.02
C 1.14912 -1.02167 -1.50009 -0.29
C -3.99453 0.62211 0.88361 -0.04
C 0.35819 2.00844 3.26637 -0.22
C 1.11623 1.22331 -2.16291 -0.07
C -2.52841 2.52352 0.85492 -0.03
C 1.80820 0.91761 -3.31457 -0.03
C -4.91001 2.83777 0.63547 -0.10
C 1.41705 3.26008 1.32078 -0.58
C 2.65328 1.50556 2.77026 -0.09
C -0.61863 -1.86903 1.37990 -0.20
C -3.62467 3.35506 0.68723 -0.08
C 3.23836 1.11448 1.40762 -0.58
C -5.08276 1.46358 0.72542 -0.09
C 1.62244 2.68280 2.73224 -0.09
C 1.83574 -1.38775 -2.64899 0.01
C 1.47869 0.56449 4.79996 -0.08
C -2.46229 -2.55132 3.27758 -0.07
C -2.69931 1.14383 0.98045 -0.26
C 2.16566 -0.40504 -3.55891 -0.04
H 1.02592 -0.33434 5.21577 0.12
H -6.07484 1.03566 0.65371 0.10
H -5.76201 3.49146 0.50679 0.10
H 1.94595 3.49450 3.38012 0.16
H 0.81248 2.61974 5.29767 0.12
H 3.48545 1.73913 3.42978 0.16
H 2.38109 0.78785 5.36616 0.12
H 2.71548 -0.66207 -4.45412 0.11
H -4.14826 -0.44827 0.90668 0.11
H -3.16107 -2.82017 4.06025 0.11
H -1.52749 2.93287 0.85532 0.08
H 2.10541 -2.42393 -2.78766 0.12
H -3.28434 -0.59798 3.08878 0.11
H -0.49660 1.44284 5.17321 0.12
H 2.09648 -0.63222 3.02633 0.17
H -0.58054 2.42963 2.92077 0.15
H -3.46463 4.42146 0.58954 0.11
H -1.48569 -4.48657 3.32495 0.10
H 0.16538 -3.86034 1.56165 0.12
H 2.07839 1.71119 -3.99502 0.11
H 0.84095 2.23056 -1.88006 0.13
```

Summary:
- Kohn-Sham gap (alpha / beta) (Eh) = 0.216 / 0.216
- E_LUMO (alpha / beta) (Eh) = -0.0619 / -0.0620
- HOMO energy (alpha / beta) (eV) = -7.558 / -7.556

---

Question: Number 3 is which compound?
Answer: C25H21N5O4PPdS2